{"formula": "C38H39Cl2N7OSScSi", "method": "wB97M-V/def2-TZVPD", "charge": 1, "e_lumo_ev": -2.81, "e_homo_ev": -10.1, "gap_ev": 7.3, "symbols": ["Sc", "N", "C", "S", "N", "N", "C", "C", "C", "C", "C", "C", "C", "C", "C", "C", "C", "C", "N", "H", "H", "H", "H", "H", "H", "H", "H", "H", "H", "H", "C", "Si", "C", "C", "N", "C", "C", "C", "C", "C", "C", "O", "C", "C", "C", "C", "C", "C", "H", "H", "H", "H", "H", "H", "H", "H", "H", "H", "H", "H", "H", "H", "H", "H", "H", "H", "N", "C", "C", "C", "C", "C", "C", "C", "C", "N", "C", "H", "H", "H", "H", "H", "H", "H", "H", "Cl", "C", "Cl", "H", "H"], "positions_angstrom": [[0.368, -0.888, -0.382], [-2.618, -1.757, -3.796], [-1.959, -1.710, -2.616], [-0.305, -2.185, -2.582], [-2.676, -1.318, -1.583], [-1.946, -1.255, -0.433], [-2.613, -1.257, 0.668], [-4.096, -1.289, 0.739], [-4.849, -0.207, 0.293], [-6.231, -0.238, 0.377], [-6.872, -1.357, 0.893], [-6.126, -2.443, 1.326], [-4.741, -2.407, 1.257], [-1.814, -1.358, 1.908], [-2.394, -1.331, 3.167], [-1.596, -1.567, 4.278], [-0.257, -1.851, 4.093], [0.249, -1.821, 2.802], [-0.494, -1.549, 1.736], [-2.178, -2.227, -4.567], [-3.624, -1.715, -3.769], [-4.350, 0.655, -0.132], [-6.811, 0.607, 0.032], [-7.951, -1.384, 0.952], [-6.622, -3.321, 1.719], [-4.159, -3.256, 1.594], [-3.454, -1.147, 3.269], [-2.026, -1.550, 5.271], [0.396, -2.079, 4.923], [1.291, -2.026, 2.601], [5.142, 0.044, 0.783], [3.700, -1.054, 1.139], [4.751, -2.263, -1.245], [4.082, -2.604, 2.057], [2.200, -0.331, 0.993], [1.950, 0.544, 2.056], [2.740, 0.641, 3.210], [2.418, 1.478, 4.267], [1.262, 2.236, 4.216], [0.442, 2.151, 3.097], [0.792, 1.324, 2.048], [-0.009, 1.177, 0.903], [-0.860, 2.270, 0.676], [-2.170, 2.207, 1.106], [-3.012, 3.282, 0.844], [-2.529, 4.398, 0.176], [-1.199, 4.449, -0.225], [-0.354, 3.381, 0.028], [6.104, -0.425, 0.986], [5.039, 0.934, 1.409], [5.131, 0.384, -0.254], [5.544, -2.298, -0.501], [4.959, -1.451, -1.941], [3.771, -2.069, -0.775], [5.131, -2.884, 1.956], [3.439, -3.416, 1.726], [3.883, -2.424, 3.119], [3.637, 0.027, 3.311], [3.065, 1.520, 5.133], [0.990, 2.888, 5.034], [-0.464, 2.738, 3.048], [-2.524, 1.334, 1.640], [-4.042, 3.246, 1.174], [-3.186, 5.234, -0.024], [-0.821, 5.322, -0.740], [0.684, 3.393, -0.282], [2.049, -0.287, -1.939], [1.742, 0.674, -2.970], [2.640, 1.012, -3.943], [2.300, 1.944, -4.943], [1.057, 2.506, -4.953], [0.106, 2.160, -3.967], [-1.212, 2.673, -3.970], [-2.083, 2.262, -3.011], [-1.636, 1.358, -2.027], [-0.421, 0.865, -1.969], [0.453, 1.245, -2.952], [2.309, -1.172, -2.368], [2.836, 0.047, -1.391], [3.618, 0.545, -3.952], [3.025, 2.199, -5.703], [0.775, 3.213, -5.724], [-1.509, 3.373, -4.741], [-3.105, 2.611, -2.976], [-2.329, 1.042, -1.263], [1.645, -3.068, -0.167], [4.606, -3.598, -1.995], [5.123, -3.443, -3.700], [3.572, -3.931, -2.005], [5.212, -4.383, -1.553]], "forces_ev_per_a": [[0.033, -0.356, -0.196], [0.001, -0.013, 0.007], [0.000, -0.005, -0.027], [-0.014, 0.014, 0.048], [0.021, -0.007, 0.033], [0.003, 0.046, -0.019], [-0.003, -0.001, 0.029], [0.000, 0.012, -0.004], [0.006, -0.008, -0.002], [-0.003, 0.001, 0.003], [0.002, -0.001, 0.000], [-0.002, 0.004, 0.004], [0.001, -0.004, -0.004], [0.004, 0.011, -0.035], [0.001, 0.010, 0.010], [0.000, 0.001, -0.002], [0.004, 0.008, -0.004], [0.001, -0.010, 0.012], [0.001, 0.024, 0.028], [0.001, 0.004, -0.001], [0.000, 0.006, -0.003], [-0.002, 0.005, 0.001], [-0.001, 0.001, -0.002], [-0.002, 0.000, 0.000], [-0.002, -0.001, 0.000], [0.000, -0.002, -0.001], [0.000, -0.001, 0.000], [-0.001, -0.003, 0.002], [0.000, 0.000, 0.003], [-0.018, 0.002, 0.008], [0.033, 0.051, -0.010], [-0.293, -0.149, -0.146], [0.170, -0.296, -0.300], [-0.011, 0.036, 0.084], [-0.048, 0.068, 0.170], [-0.017, 0.050, 0.011], [0.020, -0.006, 0.023], [0.001, -0.003, 0.021], [-0.003, -0.007, -0.030], [0.040, 0.001, 0.018], [-0.049, 0.019, -0.041], [0.047, 0.073, 0.122], [0.008, -0.007, -0.012], [-0.012, -0.003, -0.004], [0.000, 0.009, -0.004], [0.002, -0.004, -0.003], [0.004, 0.004, -0.005], [-0.012, -0.002, -0.001], [0.006, 0.009, 0.006], [0.011, 0.005, -0.010], [0.014, 0.010, 0.011], [0.041, -0.014, -0.076], [0.031, 0.033, 0.058], [-0.006, -0.029, 0.018], [0.008, 0.012, -0.012], [0.018, -0.011, 0.015], [0.011, -0.005, 0.002], [-0.015, 0.010, 0.002], [-0.002, 0.006, 0.002], [-0.002, -0.002, 0.003], [-0.007, 0.001, 0.003], [0.003, -0.005, 0.001], [0.000, 0.000, -0.002], [0.000, 0.001, 0.001], [0.000, 0.002, -0.001], [0.002, 0.001, 0.001], [0.031, 0.040, 0.043], [0.009, -0.021, 0.008], [-0.005, 0.006, -0.003], [-0.012, 0.000, 0.005], [0.013, -0.004, -0.003], [-0.013, 0.011, -0.002], [0.000, -0.001, -0.002], [0.000, -0.009, 0.005], [0.002, 0.008, 0.009], [0.000, -0.015, 0.004], [0.007, -0.013, 0.008], [0.006, -0.013, 0.028], [0.012, -0.018, -0.015], [0.000, 0.001, 0.002], [0.000, 0.000, -0.001], [0.001, 0.001, -0.001], [-0.001, 0.000, 0.000], [-0.001, 0.001, -0.001], [0.005, 0.016, 0.009], [-0.033, 0.172, -0.038], [-0.094, 0.120, 0.089], [0.004, 0.039, 0.040], [0.010, 0.045, -0.008], [0.038, 0.032, 0.024]]}